(1)
Below is a cluster of 2 separate species, C3H8N2 in total in a non-equilibrium geometry, with properties calculated with ωB97M-V with the def2-TZVPD basis set.

Calculated values
HOMO-LUMO gap   10.58 eV
SMILES   C=NC.C=N
LUMO energy   0.0305 Ha
Energy relative to the best compared isomer or geometry (same formula, charge and spin)   329.3 kJ/mol
Largest force on an atom   1.75 eV Å⁻¹

Geometry as XYZ:
```
13
Properties=species:S:1:pos:R:3:forces:R:3:lowdin_charge:R:1
C -0.6175 0.8048 2.6049 0.384 1.655 -0.409 -0.11
N -0.9087 -0.3709 2.2868 -0.435 -0.015 0.323 -0.08
C -1.4742 -0.5404 0.9345 0.621 -0.504 0.620 -0.14
H -0.3528 1.2245 3.5798 0.203 -1.182 0.305 0.06
H -0.5826 1.6591 1.8977 -0.480 -0.394 -0.311 0.07
H -0.6746 -0.6043 0.1923 -0.052 0.281 -0.053 0.06
H -1.9783 -1.5061 0.9086 -0.181 0.159 -0.027 0.07
H -2.1716 0.2716 0.7559 -0.052 0.000 -0.455 0.07
C 1.6876 0.5936 -2.8091 0.603 -1.094 0.116 -0.14
N 1.4849 -0.6543 -2.8752 -1.198 0.049 -1.177 0.00
H 2.4023 0.9375 -3.5516 0.365 0.740 0.575 0.06
H 1.2670 1.1907 -2.0021 -0.322 0.638 -0.528 0.06
H 0.5962 -0.8913 -2.4314 0.544 -0.333 1.019 0.02
```
Positions in Å, forces in eV/Å.



(2)
Below is a cluster of 2 separate species, C3H8N2 in total in a non-equilibrium geometry, with properties calculated with ωB97M-V with the def2-TZVPD basis set.

Calculated values
HOMO-LUMO gap   10.53 eV
SMILES   [H]/N=C/N.C=C
LUMO energy   0.0325 Ha
Energy relative to the best compared isomer or geometry (same formula, charge and spin)   342.8 kJ/mol
Largest force on an atom   4.76 eV Å⁻¹

Geometry as XYZ:
```
13
Properties=species:S:1:pos:R:3:forces:R:3:lowdin_charge:R:1
H 1.6138 -0.6271 2.5108 -0.446 -0.519 0.996 0.02
N 0.7759 -0.3690 2.0061 -1.232 3.274 -0.647 0.03
C 0.3850 0.8315 2.3810 1.959 -0.915 -4.241 -0.27
N -0.0928 1.8629 1.3878 2.236 -3.276 1.703 0.05
H 0.8613 1.2504 3.2418 -0.472 0.783 0.850 0.08
H -0.0366 1.6785 0.3887 -0.101 -0.697 0.627 0.07
H -0.8779 2.3563 1.6416 -1.953 1.353 0.700 0.02
C -1.1134 -1.3900 -2.5219 2.472 -0.648 0.255 -0.08
C -0.0073 -1.0585 -3.2657 -3.016 -2.035 1.759 -0.06
H -1.4904 -2.4349 -2.5516 -0.035 0.943 -0.539 0.05
H -1.3516 -0.9147 -1.5627 -0.229 0.485 -0.742 0.04
H 0.3218 -1.8468 -3.9140 0.317 0.208 -0.710 0.03
H 0.5914 -0.2168 -3.0725 0.500 1.045 -0.011 0.02
```
Positions in Å, forces in eV/Å.



(3)
Below is an isolated molecule of C3H8N2 in a non-equilibrium geometry, with properties calculated with ωB97M-V with the def2-TZVPD basis set.

Calculated values
HOMO-LUMO gap   9.58 eV
SMILES   CC(C)=NN
LUMO energy   0.0389 Ha
Energy relative to the best compared isomer or geometry (same formula, charge and spin)   193.6 kJ/mol
Largest force on an atom   2.12 eV Å⁻¹

Geometry as XYZ:
```
13
Properties=species:S:1:pos:R:3:forces:R:3:lowdin_charge:R:1
C -1.5842 -0.8474 -0.0177 0.077 -0.239 -0.306 -0.07
C -0.1978 -0.2090 -0.0643 -0.527 -1.982 -0.525 -0.43
C -0.0759 1.2722 -0.0815 0.855 0.874 -0.473 -0.07
N 0.7761 -1.0628 -0.1308 -0.472 1.974 0.609 -0.01
N 2.0177 -0.4276 -0.0964 0.159 -0.380 -0.843 -0.02
H -1.4250 -1.9640 -0.0465 -0.432 1.226 -0.117 0.08
H -2.0869 -0.5864 0.9323 0.166 -0.112 -0.361 0.07
H -2.2555 -0.4835 -0.8515 0.754 -0.492 0.775 0.08
H 0.5910 1.6533 -0.8993 -0.579 -0.640 0.338 0.10
H 0.4357 1.6642 0.7996 -0.188 -0.035 0.354 0.07
H -1.0408 1.7737 -0.1699 0.067 -0.173 0.085 0.07
H 2.7452 -1.0934 0.0531 0.237 -0.465 0.063 0.06
H 2.1004 0.3106 0.5729 -0.117 0.444 0.401 0.06
```
Positions in Å, forces in eV/Å.



(4)
Below is an isolated molecule of C3H8N2 in a non-equilibrium geometry, with properties calculated with ωB97M-V with the def2-TZVPD basis set.

Calculated values
HOMO-LUMO gap   10.09 eV
SMILES   NC1CNC1
LUMO energy   0.0429 Ha
Energy relative to the best compared isomer or geometry (same formula, charge and spin)   225.2 kJ/mol
Largest force on an atom   2.17 eV Å⁻¹

Geometry as XYZ:
```
13
Properties=species:S:1:pos:R:3:forces:R:3:lowdin_charge:R:1
N 0.1219 0.0035 1.8429 -1.083 0.752 0.167 0.03
C 0.4793 -0.0710 0.4757 -0.709 0.909 -0.847 -0.40
C 0.0453 1.0989 -0.4830 1.777 -1.131 -0.505 -0.16
N -0.2164 0.0846 -1.5420 0.614 -1.340 1.351 -0.05
C -0.2809 -1.0190 -0.4830 -0.371 1.331 -0.419 -0.15
H -0.8919 -0.0692 1.8716 0.152 -0.126 0.685 0.07
H 0.5559 -0.7569 2.3197 -0.068 -0.512 0.645 0.06
H 1.5484 -0.2019 0.5051 0.437 -0.225 -0.783 0.13
H -0.8209 1.6171 -0.1322 -0.557 0.564 0.309 0.09
H 0.8884 1.7524 -0.7862 -0.764 0.089 0.357 0.10
H -1.0428 0.1728 -2.0909 -0.607 0.262 -0.236 0.07
H 0.2998 -1.8923 -0.6673 0.102 -0.935 -0.710 0.08
H -1.3370 -1.2912 -0.1836 1.077 0.360 -0.014 0.12
```
Positions in Å, forces in eV/Å.



(5)
Below is a cluster of 2 separate species, C3H8N2 in total in a non-equilibrium geometry, with properties calculated with ωB97M-V with the def2-TZVPD basis set.

Calculated values
HOMO-LUMO gap (alpha / beta)   7.13 / 7.13 eV
LUMO energy (alpha / beta)   0.0099 / 0.0100 Ha
Energy relative to the best compared isomer or geometry (same formula, charge and spin)   468.2 kJ/mol
Largest force on an atom   2.28 eV Å⁻¹

Geometry as XYZ:
```
13
Properties=species:S:1:pos:R:3:forces:R:3:lowdin_charge:R:1
C -1.0931 -1.7189 -0.1837 -0.292 -0.093 0.423 -0.13
C -0.9557 -0.3161 0.3307 2.050 0.834 0.529 -0.39
N -1.7831 0.6223 0.2002 -1.065 0.526 0.082 -0.01
H -2.7151 0.3462 -0.1466 0.121 -0.147 -0.276 0.02
H 0.4469 1.5040 -0.5870 0.335 0.439 -0.287 0.08
H -0.3533 -1.9067 -0.9647 -0.013 0.079 -0.004 0.06
H -0.8814 -2.4271 0.6200 -0.021 -0.064 -0.035 0.06
H -2.0976 -1.9194 -0.5817 0.046 0.018 -0.018 0.06
C 2.3371 1.3076 0.1062 -1.388 0.091 -0.260 -0.01
N 1.0556 1.3177 0.2041 0.943 0.293 0.684 0.01
H 0.2717 0.5967 0.8512 -0.750 -1.893 -0.933 0.10
H 2.9219 0.9832 0.9545 0.039 0.140 0.175 0.08
H 2.8462 1.6107 -0.8032 -0.005 -0.223 -0.080 0.07
```
Positions in Å, forces in eV/Å.



(6)
Below is an isolated molecule of C3H8N2O in a non-equilibrium geometry, with properties calculated with ωB97M-V with the def2-TZVPD basis set.

Calculated values
HOMO-LUMO gap   10.26 eV
SMILES   CNCC(N)=O
LUMO energy   0.0338 Ha
Energy relative to the best compared isomer or geometry (same formula, charge and spin)   77.8 kJ/mol
Largest force on an atom   1.56 eV Å⁻¹

Geometry as XYZ:
```
14
Properties=species:S:1:pos:R:3:forces:R:3:lowdin_charge:R:1
C 2.0724 0.3701 -0.8317 -0.662 -0.215 0.613 -0.10
N 0.8703 1.0992 -0.3492 0.078 0.425 -0.881 -0.12
C -0.3642 0.4361 -0.7478 0.148 -1.548 -0.122 -0.17
C -0.9034 -0.5013 0.3193 -0.079 0.510 0.382 -0.56
N -0.4822 -0.2791 1.5904 -0.268 -0.260 -0.825 0.17
O -1.7311 -1.3442 0.0475 -0.220 -0.337 -0.193 0.04
H 2.4121 0.7694 -1.7780 0.279 0.016 -0.225 0.07
H 1.8419 -0.6840 -0.9630 -0.062 -0.111 -0.054 0.08
H 2.8409 0.4197 -0.0738 0.407 0.171 0.012 0.07
H 0.9216 1.9798 -0.8482 -0.272 0.204 0.434 0.10
H -0.2220 -0.2456 -1.5972 0.090 0.188 -0.127 0.12
H -1.2256 1.0250 -1.0386 0.183 0.820 0.140 0.13
H 0.2975 0.3393 1.7299 0.017 -0.049 0.309 0.09
H -0.8459 -0.9674 2.2245 0.364 0.186 0.536 0.11
```
Positions in Å, forces in eV/Å.



(7)
Below is a cluster of 2 separate species, C3H8N2O in total in a non-equilibrium geometry, with properties calculated with ωB97M-V with the def2-TZVPD basis set.

Calculated values
HOMO-LUMO gap   9.47 eV
SMILES   [H]/N=C/N.CC=O
LUMO energy   0.0200 Ha
Energy relative to the best compared isomer or geometry (same formula, charge and spin)   215.0 kJ/mol
Largest force on an atom   2.92 eV Å⁻¹

Geometry as XYZ:
```
14
Properties=species:S:1:pos:R:3:forces:R:3:lowdin_charge:R:1
H -2.3676 0.3393 2.8498 -0.123 -0.109 -0.004 0.01
N -2.4795 -0.0160 1.9044 0.422 -0.107 -0.195 0.03
C -1.3168 -0.2320 1.3976 -2.044 0.103 0.954 -0.40
N -1.1797 -0.7437 0.1373 1.177 1.198 2.383 0.08
H -0.4691 -0.0438 2.0641 0.620 -0.019 -0.878 0.11
H -0.2341 -0.5578 -0.1893 -1.398 -1.573 -0.885 0.02
H -2.0019 -1.2210 -0.1898 0.449 0.092 -0.826 0.10
C 2.4095 1.0682 -0.7490 0.465 0.066 0.549 -0.05
C 1.1571 0.4633 -1.2564 0.482 -0.709 -1.558 -0.32
O 1.0713 -0.7362 -1.4468 0.227 0.635 0.076 0.02
H 2.9596 0.2462 -0.2771 0.020 0.384 0.125 0.09
H 3.0743 1.5046 -1.5066 -0.487 -0.130 -0.162 0.09
H 2.1622 1.8709 -0.0538 0.173 -0.028 0.175 0.08
H 0.3002 1.0983 -1.5363 0.018 0.198 0.247 0.13
```
Positions in Å, forces in eV/Å.



(8)
Below is a cluster of 2 separate species, C3H8N2O in total in a non-equilibrium geometry, with properties calculated with ωB97M-V with the def2-TZVPD basis set.

Calculated values
HOMO-LUMO gap   8.82 eV
SMILES   [H]/N=C/N.C=CO
LUMO energy   0.0235 Ha
Energy relative to the best compared isomer or geometry (same formula, charge and spin)   508.3 kJ/mol
Largest force on an atom   4.21 eV Å⁻¹

Geometry as XYZ:
```
14
Properties=species:S:1:pos:R:3:forces:R:3:lowdin_charge:R:1
H 0.9412 -2.3832 -2.1170 0.733 -0.250 1.555 0.07
N 1.0417 -1.8963 -1.1908 -2.462 3.314 -0.804 0.04
C 0.9767 -0.6484 -1.6894 2.694 -0.890 -2.568 -0.33
N 0.7691 0.6878 -1.4401 -2.073 -1.102 2.995 0.09
H 1.3878 -0.6378 -2.6941 -0.035 0.012 -0.667 0.09
H 1.3458 1.4146 -1.8017 0.302 -0.158 -0.712 0.09
H 0.1033 0.9978 -0.7173 0.923 -0.388 -0.189 0.10
C -1.7258 0.9638 2.0942 2.080 -0.896 -1.065 -0.01
C -0.5806 0.1942 1.8658 -0.169 1.021 -1.113 -0.26
O -0.3716 -0.7408 0.8866 -2.308 0.976 1.401 -0.07
H -2.2915 1.4738 1.3154 -0.543 -1.376 -0.276 0.04
H -2.0046 1.3189 3.0699 0.900 0.426 0.373 0.02
H 0.3984 0.4045 2.3244 -0.858 -0.618 1.164 0.11
H 0.0102 -1.1488 0.0942 0.814 -0.069 -0.093 0.02
```
Positions in Å, forces in eV/Å.



(9)
Below is a cluster of 2 separate species, C3H8N2O in total in a non-equilibrium geometry, with properties calculated with ωB97M-V with the def2-TZVPD basis set.

Calculated values
HOMO-LUMO gap (alpha / beta)   8.16 / 8.27 eV
LUMO energy (alpha / beta)   0.0107 / 0.0083 Ha
Energy relative to the best compared isomer or geometry (same formula, charge and spin)   556.7 kJ/mol
Largest force on an atom   2.91 eV Å⁻¹

Geometry as XYZ:
```
14
Properties=species:S:1:pos:R:3:forces:R:3:lowdin_charge:R:1
C -0.2147 1.1920 0.4757 -1.579 -1.060 -1.844 -0.20
C 1.6999 -0.6709 0.1032 1.515 -0.155 1.584 -0.12
C 0.4776 0.0351 -0.2449 -2.862 0.461 -0.211 -0.16
N -1.3285 1.6335 -0.0813 2.510 -1.255 0.031 0.05
N -2.1921 -0.9812 -0.1324 1.235 -0.651 -2.271 -0.07
O -0.9572 -1.3650 0.0874 2.485 0.774 0.137 -0.21
H -0.0181 1.5593 1.4973 0.719 -0.674 -0.370 0.11
H 2.2577 -0.8217 -0.8128 0.346 -0.256 0.081 0.07
H 2.3186 -0.0829 0.7949 0.055 0.035 -0.152 0.08
H 1.6075 -1.6336 0.6266 -0.493 0.111 -0.313 0.09
H 0.5093 0.0431 -1.3635 -1.374 0.606 1.049 0.12
H -1.7412 2.2841 0.5500 -0.573 0.742 0.560 0.02
H -2.2019 -0.7432 -1.1777 -1.317 0.457 2.481 0.14
H -2.5299 -0.4579 0.6619 -0.666 0.865 -0.762 0.08
```
Positions in Å, forces in eV/Å.



> Look up the energy relative to the best compared isomer or geometry (same formula, charge and spin) of the eighth one.

508.3 kJ/mol